18
Properties=species:S:1:pos:R:3:forces:R:3 method="wB97M-V/def2-TZVPD" total_energy_ha=-327.0101 total_charge=0 homo_ev=-10.75 de_lowest_ev=3.2981 gap_ev=11.42
C 2.829 3.275 -0.441 -0.744 -0.232 0.750
C -0.574 -0.202 1.420 -0.416 1.861 2.575
C -1.236 -0.088 -1.117 -0.258 -0.691 2.086
C 0.147 -1.821 -0.128 0.222 -4.705 -0.371
C -0.180 -0.394 0.054 -0.373 -0.021 -3.765
N 1.899 3.007 0.223 0.869 0.670 -0.979
O 0.960 0.470 -0.189 -0.386 -1.209 1.940
H 0.829 0.754 -1.060 0.257 0.802 -2.094
H -1.519 -0.724 1.658 0.448 0.362 -0.027
H 0.277 -0.705 2.000 -1.304 1.347 -0.088
H -0.696 0.968 1.552 0.294 -2.426 0.495
H -1.591 0.986 -0.970 0.285 -1.418 -0.756
H -2.089 -0.864 -0.959 1.251 1.633 -0.573
H -0.670 -0.341 -2.054 -0.929 0.674 0.602
H 0.287 -2.233 -1.144 0.233 0.937 0.011
H 0.964 -2.275 0.440 0.667 0.988 0.086
H -0.596 -2.617 0.217 -0.190 1.680 -0.131
H 0.962 2.804 0.497 0.074 -0.251 0.239